Record 1
{
  "formula": "C15H18O2",
  "method": "ωB97M-V with the def2-TZVPD basis set",
  "e_lumo_ev": 0.78,
  "total_charge": 0,
  "orbital_gap_ha": 0.323,
  "smiles": "CCc1ccc(O)cc1.Cc1ccc(O)cc1",
  "e_homo_ha": -0.2946,
  "species": ["O", "O", "C", "C", "C", "C", "C", "C", "C", "C", "C", "C", "C", "C", "C", "C", "C", "H", "H", "H", "H", "H", "H", "H", "H", "H", "H", "H", "H", "H", "H", "H", "H", "H", "H"],
  "positions_angstrom": [[1.56, -2.40, -1.27], [1.04, 1.48, 1.75], [-0.11, -1.51, 1.86], [0.19, 1.48, -1.77], [2.38, 1.90, -0.07], [2.46, 1.91, -1.46], [-2.52, 0.25, 2.91], [-1.70, -2.10, 0.25], [0.88, -1.75, 0.94], [-1.46, -1.62, 1.54], [1.39, 1.82, -2.36], [0.61, -2.34, -0.30], [-2.63, -1.18, 2.41], [1.54, 2.12, -3.85], [1.10, 1.48, 0.38], [0.05, 1.15, -0.42], [-0.73, -2.61, -0.61], [2.52, 2.40, -4.21], [-0.85, 0.65, -0.06], [-2.53, 0.16, 4.00], [0.21, 1.16, 2.13], [1.32, -3.13, -1.85], [-3.30, 0.94, 2.56], [-0.64, 1.48, -2.52], [-2.71, -2.14, -0.18], [0.28, -0.99, 2.76], [3.44, 2.11, -1.89], [-1.09, -2.82, -1.61], [-3.52, -1.44, 1.82], [3.16, 2.20, 0.60], [1.98, -1.67, 0.99], [1.10, 1.26, -4.34], [0.79, 2.90, -4.12], [-1.55, 0.70, 2.74], [-2.64, -1.86, 3.25]],
  "nbo_charge": [-0.6672, -0.7083, -0.2227, -0.1665, -0.2941, -0.1719, -0.6035, -0.1924, -0.2616, -0.0444, -0.0690, 0.3009, -0.4221, -0.6273, 0.3906, -0.3441, -0.2887, 0.2240, 0.2312, 0.2156, 0.4763, 0.4799, 0.2230, 0.2000, 0.2055, 0.2156, 0.1962, 0.2117, 0.2150, 0.2328, 0.2365, 0.2164, 0.2164, 0.1825, 0.2139]
}

Record 2
{
  "formula": "C15H18O2",
  "method": "ωB97M-V with the def2-TZVPD basis set",
  "e_lumo_ev": [-3.59, -7.15],
  "total_charge": 1,
  "orbital_gap_ha": [0.285, 0.155],
  "s2": 0.7659,
  "multiplicity": 2,
  "e_homo_ha": [-0.4173, -0.4172],
  "species": ["O", "O", "C", "C", "C", "C", "C", "C", "C", "C", "C", "C", "C", "C", "C", "C", "C", "H", "H", "H", "H", "H", "H", "H", "H", "H", "H", "H", "H", "H", "H", "H", "H", "H", "H"],
  "positions_angstrom": [[-2.74, 0.29, -2.70], [2.28, -2.58, 1.08], [-0.80, 0.07, 2.74], [2.18, -1.47, 0.29], [1.40, -0.37, -1.69], [-2.34, 0.25, -1.40], [2.80, -0.24, 0.75], [-1.71, 0.77, 3.65], [-1.27, 1.33, 0.51], [1.36, -1.52, -0.92], [-1.77, 1.35, -0.87], [2.10, 1.97, -2.08], [2.04, 0.78, -1.23], [-2.14, -0.89, 0.82], [-1.39, 0.17, 1.29], [-2.52, -0.90, -0.59], [2.81, 0.86, -0.05], [-1.76, 2.26, -1.40], [0.86, -0.40, -2.67], [-2.62, 0.24, 3.98], [2.18, 2.93, -1.66], [3.47, -0.35, 1.67], [-3.30, -0.53, -2.98], [-0.48, -1.00, 2.98], [1.66, -3.36, 0.78], [-3.03, -1.78, -0.99], [-2.28, 1.72, 3.12], [-1.20, 1.22, 4.47], [3.06, 1.91, -2.59], [-0.91, 2.38, 0.73], [-2.28, -1.61, 1.63], [0.29, 0.57, 2.67], [1.36, 1.94, -2.91], [0.92, -2.54, -1.28], [3.25, 1.79, 0.15]],
  "nbo_charge": [-0.6732, -0.5721, -0.4238, 0.4419, -0.1820, 0.2813, -0.1936, -0.6241, -0.2117, -0.1989, -0.2704, -0.6767, 0.1797, -0.1957, -0.0515, -0.2862, -0.1744, 0.2268, 0.2614, 0.2283, 0.2584, 0.2715, 0.4939, 0.2167, 0.5258, 0.2179, 0.2130, 0.2243, 0.2747, 0.2332, 0.2298, 0.1965, 0.2498, 0.2619, 0.2475]
}

Record 3
{
  "formula": "C15H18O6",
  "method": "ωB97M-V with the def2-TZVPD basis set",
  "e_lumo_ev": 0.04,
  "total_charge": 0,
  "orbital_gap_ha": 0.306,
  "smiles": "COc1cc2ccc(=O)oc2cc1OC[C@H](O)C(C)(C)O",
  "e_homo_ha": -0.3048,
  "species": ["O", "O", "O", "O", "O", "O", "C", "C", "C", "C", "C", "C", "C", "C", "C", "C", "C", "C", "C", "C", "C", "H", "H", "H", "H", "H", "H", "H", "H", "H", "H", "H", "H", "H", "H", "H", "H", "H", "H"],
  "positions_angstrom": [[0.62, 1.41, -0.40], [3.40, -2.08, 1.41], [-2.90, -1.80, -0.18], [-1.24, 3.42, 0.37], [-4.46, -3.36, -0.09], [2.78, 0.53, 1.33], [-2.89, 1.80, 0.47], [-3.38, 0.49, 0.37], [-4.73, 0.12, 0.65], [-1.17, -0.22, -0.30], [-0.16, 4.00, -0.34], [-4.19, -2.20, 0.07], [1.57, 0.43, -0.75], [-5.11, -1.16, 0.50], [-0.68, 1.07, -0.18], [-2.50, -0.52, -0.04], [2.06, -0.34, 0.48], [-1.57, 2.11, 0.20], [2.23, -2.67, -0.54], [4.20, -1.10, -0.64], [2.98, -1.55, 0.17], [3.92, -0.84, -1.66], [1.18, -0.24, -1.52], [-3.54, 2.60, 0.78], [1.96, -2.38, -1.55], [4.92, -1.91, -0.67], [0.80, 3.74, 0.10], [2.25, 1.32, 1.48], [-0.17, 3.70, -1.39], [-6.12, -1.50, 0.69], [1.18, -0.73, 1.03], [3.74, -1.35, 1.94], [-0.53, -1.04, -0.59], [2.88, -3.54, -0.59], [2.41, 1.00, -1.17], [-0.32, 5.07, -0.27], [-5.43, 0.88, 0.97], [4.66, -0.23, -0.17], [1.34, -2.94, 0.02]],
  "nbo_charge": [-0.5118, -0.7189, -0.4564, -0.5155, -0.5596, -0.7363, -0.2099, -0.1662, -0.1060, -0.2913, -0.2394, 0.7315, -0.0988, -0.3292, 0.2421, 0.3227, 0.0481, 0.3084, -0.6239, -0.6442, 0.2393, 0.2024, 0.1896, 0.2260, 0.2037, 0.2255, 0.1804, 0.4829, 0.1784, 0.2372, 0.1816, 0.4827, 0.2289, 0.2309, 0.2107, 0.1914, 0.2207, 0.2226, 0.2193]
}

Record 4
{
  "formula": "C15H19Br13F5N4O2",
  "method": "ωB97M-V with the def2-TZVPD basis set",
  "e_lumo_ev": -4.20,
  "total_charge": 1,
  "orbital_gap_ha": 0.291,
  "e_homo_ha": -0.4457,
  "species": ["Br", "Br", "Br", "Br", "Br", "Br", "Br", "Br", "Br", "Br", "Br", "Br", "Br", "F", "F", "F", "F", "F", "O", "O", "N", "N", "N", "N", "C", "C", "C", "C", "C", "C", "C", "C", "C", "C", "C", "C", "C", "C", "C", "H", "H", "H", "H", "H", "H", "H", "H", "H", "H", "H", "H", "H", "H", "H", "H", "H", "H", "H"],
  "positions_angstrom": [[-4.83, -2.67, -2.85], [1.16, -5.26, 3.03], [1.07, -3.74, 0.24], [-3.05, -0.97, -0.81], [3.06, -6.62, -0.94], [-1.10, -3.08, 2.49], [3.51, -2.82, 5.35], [3.90, -5.98, 5.18], [2.11, -7.54, -3.83], [1.90, 5.98, -0.50], [-5.92, -1.99, 0.06], [4.53, -4.44, 7.89], [2.56, -4.45, -3.22], [-3.05, 4.15, -1.36], [-4.26, 1.69, 0.81], [-4.13, 3.84, 1.05], [-5.45, 3.00, -0.45], [-3.43, 2.02, -1.85], [3.26, 2.15, -1.70], [-0.70, 6.48, -1.10], [-0.15, -0.54, 0.77], [0.43, 1.74, 0.81], [1.02, 1.58, -1.51], [-1.55, 1.03, -0.21], [-3.12, 2.90, -0.87], [-0.03, 5.74, -0.48], [0.04, -4.44, 1.71], [0.68, 2.56, -0.45], [3.44, -4.49, 6.31], [0.86, 2.17, -2.87], [2.47, 1.32, -1.36], [-1.80, 2.49, -0.20], [-0.40, 0.76, 0.48], [-0.59, 4.58, 0.30], [2.94, 0.02, -0.75], [-0.60, 3.34, -0.67], [3.12, -6.26, -2.83], [-4.28, 2.86, 0.15], [-4.38, -2.37, -1.01], [1.35, 1.50, -3.57], [1.49, 3.25, -0.23], [-0.70, 3.77, -1.66], [4.15, -6.34, -3.14], [1.24, 3.19, -2.96], [1.28, 1.33, 1.19], [-0.61, -5.20, 1.31], [-0.19, 2.14, -3.13], [0.53, -1.05, 0.23], [0.09, 4.37, 1.12], [-1.35, 0.78, -1.19], [2.24, -0.79, -0.89], [2.42, -4.63, 6.63], [-0.66, -1.08, 1.47], [-1.92, 2.73, 0.86], [3.89, -0.21, -1.22], [-3.94, -3.29, -0.64], [-1.59, 4.84, 0.64], [3.17, 0.20, 0.30]],
  "nbo_charge": [0.1061, 0.1391, 0.0808, 0.0621, 0.0937, 0.0842, 0.0747, 0.0954, 0.1181, -0.0246, 0.1080, 0.1198, 0.0632, -0.2934, -0.3062, -0.3102, -0.2834, -0.3054, -0.4988, -0.4624, -0.9059, -0.5666, -0.5667, -0.5993, 0.6204, 0.5253, -0.4983, 0.1093, -0.5030, -0.4227, 0.7097, -0.1202, 0.8077, -0.5155, -0.7304, -0.2455, -0.4979, 0.9202, -0.5070, 0.2323, 0.2507, 0.2699, 0.2303, 0.2178, 0.4231, 0.2347, 0.2027, 0.4393, 0.2398, 0.4497, 0.2183, 0.2259, 0.4438, 0.2393, 0.2771, 0.2229, 0.2617, 0.2464]
}

Record 5
{
  "formula": "C15H19Cl2FN3O2S",
  "method": "ωB97M-V with the def2-TZVPD basis set",
  "e_lumo_ev": -2.84,
  "total_charge": 1,
  "orbital_gap_ha": 0.347,
  "e_homo_ha": -0.4511,
  "species": ["Cl", "Cl", "S", "F", "O", "O", "N", "N", "N", "C", "C", "C", "C", "C", "C", "C", "C", "C", "C", "C", "C", "C", "C", "C", "H", "H", "H", "H", "H", "H", "H", "H", "H", "H", "H", "H", "H", "H", "H", "H", "H", "H", "H"],
  "positions_angstrom": [[5.95, -0.67, -1.14], [-4.17, -2.17, 0.57], [-4.74, 0.57, 1.50], [-3.65, 0.00, -0.83], [-4.52, 0.13, 2.86], [-6.09, 0.83, 1.08], [1.06, -1.53, -0.19], [3.58, -1.81, -0.16], [-1.38, 6.40, -1.17], [-2.47, 2.25, 1.11], [1.55, -1.63, -1.57], [-1.80, 3.29, 0.45], [3.03, -1.82, -1.59], [-1.88, 5.37, -0.88], [2.90, -2.92, 0.65], [-2.51, 4.15, -0.40], [3.17, -0.47, 0.46], [-3.83, 3.84, -0.74], [1.67, -0.34, 0.44], [-4.48, 2.81, -0.06], [5.08, -2.00, -0.17], [-4.50, -0.58, -0.01], [-3.84, 2.07, 0.94], [1.38, -2.72, 0.63], [1.02, -2.53, 1.67], [1.27, -0.22, 1.45], [3.62, -0.45, 1.46], [1.32, -0.68, -2.07], [5.30, -2.95, -0.69], [-4.31, 4.40, -1.55], [-0.72, 3.44, 0.56], [-1.92, 1.56, 1.74], [-5.45, -0.54, -0.49], [1.05, -2.43, -2.11], [3.67, 0.28, -0.15], [5.47, -1.93, 0.86], [3.31, -2.87, 1.67], [-5.48, 2.58, -0.37], [3.38, -2.74, -2.06], [1.37, 0.55, -0.14], [0.85, -3.61, 0.26], [3.56, -0.99, -2.06], [3.19, -3.91, 0.23]],
  "nbo_charge": [-0.0210, 0.0181, 2.0535, -0.3139, -0.8580, -0.9606, -0.3839, -0.2255, -0.2598, -0.1371, -0.2648, -0.1920, -0.2414, 0.2549, -0.2461, -0.1378, -0.2403, -0.1500, -0.2654, -0.1800, -0.1674, -0.0142, -0.2986, -0.2550, 0.2323, 0.2309, 0.2301, 0.2293, 0.2470, 0.2450, 0.2296, 0.2206, 0.2203, 0.2364, 0.2440, 0.2500, 0.2318, 0.2607, 0.2298, 0.2306, 0.2387, 0.2418, 0.2372]
}

Record 6
{
  "formula": "C15H19F8N2O9",
  "method": "ωB97M-V with the def2-TZVPD basis set",
  "e_lumo_ev": -2.41,
  "total_charge": 1,
  "orbital_gap_ha": 0.383,
  "e_homo_ha": -0.4720,
  "species": ["F", "F", "F", "F", "F", "F", "F", "F", "O", "O", "O", "O", "O", "O", "O", "O", "O", "N", "N", "C", "C", "C", "C", "C", "C", "C", "C", "C", "C", "C", "C", "C", "C", "C", "H", "H", "H", "H", "H", "H", "H", "H", "H", "H", "H", "H", "H", "H", "H", "H", "H", "H", "H"],
  "positions_angstrom": [[0.85, -6.49, 3.21], [1.81, -1.01, 3.00], [3.35, 0.23, 1.30], [1.41, 0.80, 4.16], [1.59, 3.98, -2.58], [3.92, 0.80, 3.35], [2.86, 2.21, 2.05], [-3.15, 1.59, -4.98], [-0.91, -5.31, 2.42], [-0.28, -3.25, 2.98], [0.81, 0.36, -6.59], [-2.34, -3.58, 2.17], [-0.18, 0.24, -0.96], [-1.26, 0.03, -7.40], [1.13, 0.57, -2.75], [0.71, 2.27, -1.38], [-0.99, 1.28, -5.58], [-0.62, -0.32, 2.17], [-1.42, 2.21, 2.47], [0.48, 0.65, 1.99], [1.64, 0.35, 2.90], [1.79, 2.69, -2.22], [-2.58, 0.34, -6.93], [-1.29, -4.02, 2.49], [-1.46, -0.11, 3.39], [0.79, -4.12, 3.39], [-2.31, 1.54, -6.04], [-1.70, 1.40, 3.63], [0.49, 0.96, -1.64], [-0.36, 0.53, -6.53], [1.68, 1.74, -3.38], [0.51, -5.36, 2.56], [-0.05, 2.11, 2.05], [2.98, 0.92, 2.39], [-2.08, 2.07, 1.71], [2.72, 2.63, -1.66], [0.56, 2.66, 2.76], [0.84, 0.48, 0.98], [-3.24, 0.56, -7.76], [0.99, 2.09, -4.15], [-1.21, -0.28, 1.34], [2.64, 1.51, -3.84], [0.97, -5.36, 1.58], [1.76, -3.67, 3.18], [-2.71, 1.57, 3.96], [-2.33, 2.50, -6.55], [-0.28, -1.28, 2.22], [0.71, -4.32, 4.46], [-2.39, -0.63, 3.28], [-1.04, 1.73, 4.42], [-0.92, -0.53, 4.23], [-2.97, -0.50, -6.36], [0.08, 2.58, 1.08]],
  "nbo_charge": [-0.3050, -0.3285, -0.3025, -0.3095, -0.3082, -0.2847, -0.3030, -0.3236, -0.4712, -0.5436, -0.5568, -0.5577, -0.6413, -0.4719, -0.4564, -0.5066, -0.5172, -0.5090, -0.5933, -0.1531, 0.6055, 0.4477, -0.1310, 0.9745, -0.2496, -0.1310, 0.4453, -0.2508, 0.9905, 0.9710, -0.1373, 0.4467, -0.2399, 0.9258, 0.3692, 0.1599, 0.2189, 0.2746, 0.2191, 0.2325, 0.4580, 0.2288, 0.1643, 0.2188, 0.2367, 0.1608, 0.4755, 0.2180, 0.2439, 0.2120, 0.2291, 0.2078, 0.2478]
}